(1)
Molecular formula: C11H23InNO3
Method: DFT, the ωB97M-V functional and the def2-TZVPD basis

Geometry as XYZ:
```
39
Properties=species:S:1:pos:R:3:forces:R:3:lowdin_charge:R:1
In 1.6066 -0.2973 1.3346 -0.064 -0.119 -0.360 1.13
O 4.3598 -0.1806 2.3111 1.699 0.512 1.836 -0.24
C 5.0006 0.1068 3.4686 -7.504 -2.091 -1.687 -0.28
C 6.4409 0.6199 3.3613 6.303 4.431 -1.546 -0.25
O 6.5403 1.7416 2.6452 -0.941 -2.201 1.106 0.08
H 4.9441 -0.7866 4.1110 1.263 0.047 0.036 0.15
H 4.4188 0.9027 3.9664 0.923 0.420 0.043 0.14
H 7.1037 -0.1391 2.9030 -1.009 -0.586 -0.220 0.16
H 6.8458 0.8637 4.3631 -1.069 -0.546 0.364 0.15
C -1.7562 -1.8167 1.2181 0.299 -0.687 -0.981 -0.04
C -2.0296 -0.9453 -0.0256 -0.686 -0.571 0.189 -0.52
C -2.7578 0.3043 0.4546 0.743 0.986 -0.453 -0.14
C -2.9649 1.2883 -0.6923 -0.660 1.463 0.878 -0.17
C -1.6697 1.7602 -1.3855 -1.296 -1.804 0.727 -0.11
C -0.7194 0.5469 -1.6482 -0.023 1.694 -2.096 -0.49
N -0.7629 -0.5226 -0.6446 0.718 1.262 1.451 -0.15
O 0.1038 -1.5869 -0.9808 -0.572 0.044 -0.323 -0.10
C -0.9924 0.0604 -3.1041 0.120 -1.741 0.220 -0.02
C 0.6666 1.1889 -1.7047 0.755 -0.909 0.751 -0.07
C -2.9663 -1.6824 -1.0088 -0.438 -0.603 0.893 -0.01
H -2.6854 -2.0943 1.7129 -0.046 0.350 0.119 0.10
H -1.0650 -1.3423 1.9166 -0.207 0.213 0.122 0.03
H -1.3116 -2.7709 0.9229 0.127 0.070 -0.017 0.09
H -3.6857 0.0812 0.9780 -0.103 -0.340 -0.286 0.13
H -2.1566 0.8323 1.2056 0.242 -0.184 0.011 0.12
H -3.3853 2.1957 -0.2414 -0.097 -0.047 0.011 0.12
H -3.7706 0.9999 -1.3683 0.366 -0.432 -0.291 0.12
H -1.1922 2.5543 -0.8140 0.104 -0.175 0.196 0.12
H -2.0139 2.1784 -2.3262 0.526 0.156 -0.157 0.11
H -1.5126 0.7679 -3.7393 0.219 0.171 0.012 0.09
H -0.0798 -0.3105 -3.5797 0.167 0.609 -0.121 0.09
H -1.5751 -0.8655 -3.1293 -0.402 0.229 0.132 0.07
H 0.7582 2.0330 -2.3838 -0.319 -0.079 -0.161 0.11
H 0.9351 1.5628 -0.7078 0.008 0.108 0.000 0.03
H 1.3986 0.4295 -1.9970 0.135 0.184 -0.011 0.08
H -3.1074 -1.1616 -1.9462 0.022 -0.049 -0.068 0.07
H -3.9465 -1.7689 -0.5300 -0.042 0.254 -0.051 0.10
H -2.7209 -2.7377 -1.1536 0.503 0.152 -0.331 0.09
H -0.2951 -2.0094 -1.7619 0.236 -0.190 0.065 0.11
```
Forces are in eV/Å.

Kohn-Sham gap = 5.08 eV
energy relative to the best compared isomer or geometry (same formula, charge and spin) = 35.8 kcal per mole
total charge = +1
calculated total energy = -903.0280 Eh
E_LUMO = -7.03 eV

(2)
Molecular formula: C11H23N2O2
Method: DFT, the ωB97M-V functional and the def2-TZVPD basis

Geometry as XYZ:
```
38
Properties=species:S:1:pos:R:3:forces:R:3:lowdin_charge:R:1
C -5.0755 -0.9868 1.0376 -0.073 -0.029 0.060 0.04
C 2.8164 -1.2341 1.8419 0.117 0.075 0.012 0.09
C -4.4766 -0.8862 -0.1343 0.439 0.156 -0.214 -0.17
C 2.3043 -0.9791 0.6444 -0.266 0.006 -0.072 -0.31
C 2.6423 -1.9716 -1.6489 -0.091 -0.104 0.159 -0.08
C 1.1786 3.1874 -0.6206 0.014 -0.192 0.005 -0.05
C -3.6458 0.2912 -0.5485 -0.642 0.108 0.394 -0.19
C 1.8980 -2.0649 -0.3140 0.152 -0.067 -0.087 -0.20
C 2.1450 0.4442 0.1602 0.746 -0.098 0.320 -0.08
C 0.5522 1.8905 -1.1069 -0.059 0.688 -0.324 -0.16
C -0.1048 0.9685 1.0635 -1.066 -0.612 -0.076 -0.15
N -1.5856 -0.7270 0.1022 0.894 0.600 0.072 0.09
N 0.7179 0.7602 -0.1438 -0.053 -0.362 -0.026 -0.08
O 0.3097 0.5597 2.2549 0.324 0.031 0.080 0.07
O -2.2920 -0.0749 -0.8400 0.370 -0.283 -0.278 -0.20
H -5.6611 -1.8522 1.2932 -0.135 -0.182 0.028 0.07
H -5.0307 -0.2041 1.7777 0.069 0.202 0.103 0.07
H 3.1352 -0.4543 2.5146 0.040 0.239 0.093 0.09
H 2.9708 -2.2416 2.1851 0.018 -0.269 0.001 0.09
H -4.5321 -1.6829 -0.8629 -0.101 -0.142 -0.067 0.11
H 2.5456 -2.9083 -2.1873 -0.031 -0.062 -0.130 0.08
H 3.7004 -1.7913 -1.4817 0.157 0.025 -0.037 0.09
H 2.2492 -1.1853 -2.2872 -0.018 0.151 -0.137 0.07
H 0.8851 3.4210 0.3995 -0.027 0.066 0.096 0.08
H 2.2634 3.1582 -0.6738 0.091 0.000 0.031 0.08
H 0.8395 4.0000 -1.2571 -0.018 0.031 -0.055 0.09
H -3.6486 1.0636 0.2323 0.010 -0.050 -0.100 0.12
H -4.0045 0.7164 -1.4889 0.064 0.011 0.130 0.13
H 2.1238 -3.0252 0.1482 -0.112 0.000 0.057 0.12
H 0.8169 -2.0430 -0.4905 -0.017 -0.082 0.054 0.10
H 2.7188 0.5764 -0.7595 -0.149 0.080 -0.012 0.14
H 2.5132 1.1519 0.9059 -0.120 -0.021 -0.148 0.15
H 1.0027 1.5917 -2.0555 -0.080 -0.179 0.110 0.14
H -0.5201 2.0155 -1.2674 0.054 -0.177 0.059 0.13
H -0.6849 1.8760 1.0927 0.041 0.073 -0.158 0.14
H -2.1879 -1.0023 0.8828 -0.415 0.139 -0.033 0.07
H 0.3114 -0.0807 -0.5978 -0.055 0.200 0.203 0.13
H 0.8097 -0.2766 2.2297 -0.071 0.031 -0.110 0.09
```
Forces are in eV/Å.

Kohn-Sham gap (spin up / spin down) = 9.38 / 8.51 eV
energy relative to the best compared isomer or geometry (same formula, charge and spin) = 114.9 kcal per mole
total charge = +1
calculated total energy = -692.4847 Eh
E_LUMO (spin up / spin down) = -2.89 / -3.03 eV

(3)
Molecular formula: C11H23N2O5P2V
Method: DFT, the ωB97M-V functional and the def2-TZVPD basis

Geometry as XYZ:
```
44
Properties=species:S:1:pos:R:3:forces:R:3:lowdin_charge:R:1
V -0.8961 1.5870 1.0042 0.094 0.959 -0.283 1.10
P 0.7042 0.8667 2.8115 -0.556 -0.351 1.106 0.89
C -0.0153 -0.8443 2.8722 -1.062 1.474 -0.449 -0.24
C -0.5196 -1.3378 1.5508 -0.289 0.177 0.195 -0.30
N -0.7262 -0.4439 0.5693 -0.104 0.429 -0.973 -0.03
C -1.1058 -0.8640 -0.6739 -0.728 -0.996 0.743 -0.27
C -1.4320 -2.2262 -0.8892 0.278 1.480 -0.297 0.04
C -1.3023 -3.1238 0.1643 -0.335 -0.293 -0.683 0.02
C -0.8471 -2.6596 1.3792 0.301 -0.822 0.729 0.01
C -1.3160 0.2039 -1.7021 -0.985 0.097 -0.318 -0.22
P 0.0163 0.4169 -2.9624 2.614 -1.162 -2.417 0.75
H -0.7527 -3.3283 2.2408 0.045 0.175 -0.420 0.15
H -1.8392 -2.5074 -1.8658 0.308 -0.050 0.415 0.13
H -1.5837 -4.1762 0.0121 0.168 0.570 0.202 0.15
H -2.1708 -0.1260 -2.3467 0.439 0.497 0.610 0.12
H -1.6237 1.1976 -1.2694 0.334 -0.618 -0.262 0.08
H 0.7395 -1.4859 3.2068 1.062 -1.124 0.746 0.09
H -0.8256 -0.8122 3.6063 0.052 -0.202 0.019 0.12
H 3.3237 -4.1385 -1.0055 0.173 -1.177 -0.350 0.02
O 3.2297 -3.2294 -0.7808 0.270 1.340 1.188 -0.07
H 3.8325 -3.1029 -0.0166 -0.485 -0.161 -0.819 0.05
H 1.2862 -0.2245 -3.1178 0.485 -0.875 -2.993 0.07
O 1.4110 0.4997 -1.8528 -0.842 2.373 5.420 -0.28
H 2.0067 1.2025 -2.1311 0.378 0.355 -0.070 0.05
C -0.4100 -0.9192 -4.1684 -1.674 -0.181 0.272 -0.20
H -1.4365 -1.2533 -4.0445 -0.441 -0.337 -0.457 0.03
H -0.2769 -0.5223 -5.1767 0.138 -0.068 0.086 0.06
H 0.2703 -1.7683 -4.0056 -0.338 0.402 -0.075 0.06
C -0.0264 2.0249 -3.8228 -0.587 0.399 -0.312 -0.16
H 0.9140 2.6180 -3.7676 -0.613 -0.644 0.180 0.07
H -0.2228 1.8000 -4.8942 0.154 0.161 0.696 0.07
H -0.8629 2.6666 -3.4692 0.482 -0.365 -0.132 0.07
C 0.1628 1.6696 4.3734 0.297 0.340 -0.679 -0.22
H 0.7481 1.3289 5.2275 -0.064 -0.058 -0.047 0.07
H 0.3204 2.7480 4.2285 -0.027 -0.231 0.258 0.06
H -0.8989 1.5003 4.5321 -0.089 -0.013 0.071 0.05
C 2.4894 0.5684 3.0258 0.221 0.571 -0.884 -0.21
H 2.9853 1.5450 3.1039 0.013 -0.289 -0.001 0.07
H 2.7093 -0.0279 3.9193 -0.387 0.152 -0.108 0.08
H 2.8717 0.0521 2.1363 0.006 0.130 0.201 0.06
O -1.1917 3.5458 0.2275 -0.980 -1.592 1.528 -0.11
N -2.2687 3.6987 1.0013 -1.327 2.467 -0.508 -0.44
O -2.9726 4.6786 0.9323 1.964 -2.813 0.310 0.23
O -2.4980 2.7026 1.8375 1.638 -0.127 -1.438 -0.09
```
Forces are in eV/Å.

Kohn-Sham gap (spin up / spin down) = 3.84 / 3.80 eV
energy relative to the best compared isomer or geometry (same formula, charge and spin) = 139.9 kcal per mole
total charge = +2
calculated total energy = -2544.5248 Eh
E_LUMO (spin up / spin down) = -9.09 / -8.70 eV
2S+1 = 3

(4)
Molecular formula: C11H23N3O6Yb
Method: DFT, the ωB97M-V functional and the def2-TZVPD basis

Geometry as XYZ:
```
44
Properties=species:S:1:pos:R:3:forces:R:3:lowdin_charge:R:1
O 3.5306 2.1159 -1.4844 -1.263 0.413 -0.131 -0.14
H 3.6878 2.5505 -2.3456 0.188 -0.503 0.604 0.09
Yb -0.5952 -0.0835 0.4522 0.063 0.915 -1.813 1.13
N -2.5523 -0.7058 -0.5062 -0.430 0.017 0.523 -0.18
N -0.1306 -0.6887 -1.5920 -0.553 0.015 0.136 -0.16
O -3.8703 -0.6825 0.1420 1.005 0.040 -0.347 -0.06
O 1.2252 -0.7185 -2.0353 -0.169 0.083 -0.106 -0.06
C -2.4521 -1.1292 -1.7949 -0.023 0.450 1.839 -0.31
C -1.1449 -1.1833 -2.3371 1.935 0.712 0.642 -0.31
C -3.6328 -1.5419 -2.5243 -1.386 -0.732 -1.592 -0.03
C -0.8463 -1.7018 -3.6611 -0.242 -0.803 -1.888 -0.03
H -4.5875 -1.1096 -2.1818 0.650 -0.080 0.187 0.10
H -3.7478 -2.6432 -2.4984 -0.020 0.395 -0.035 0.11
H -3.5249 -1.2549 -3.5811 -0.119 -0.225 0.222 0.09
H 0.1854 -2.0596 -3.8122 -0.391 0.338 0.415 0.09
H -1.0389 -0.9314 -4.4303 0.071 -0.310 0.168 0.11
H -1.5066 -2.5505 -3.8714 0.102 0.154 -0.201 0.09
H -3.6540 -0.3633 1.0555 -0.274 -0.375 -1.259 0.09
H 1.6977 -0.1353 -1.3843 -0.781 -0.640 -1.168 0.04
O -0.5433 -2.5241 0.7990 -0.002 0.169 0.997 -0.06
H -1.3985 -2.0769 0.6055 0.115 -0.986 -0.840 0.01
H 0.1927 -2.1040 0.3188 -0.343 -1.000 -0.433 0.02
C 2.1839 2.5625 -1.1229 0.646 -0.032 -0.505 -0.14
H 2.0012 2.3838 -0.0441 0.146 -0.168 -0.739 0.07
H 1.4203 2.1087 -1.8010 0.379 0.090 0.715 0.09
H 2.1462 3.6372 -1.2717 -0.245 0.206 0.093 0.08
O -1.6886 1.9326 0.2093 0.317 0.048 0.023 -0.07
H -2.0899 1.2107 -0.3545 -0.733 0.714 0.402 0.04
H -1.6091 1.6031 1.1274 -1.249 1.080 -0.313 0.01
O -1.5040 -0.1132 2.4423 0.528 0.007 2.451 -0.17
C -0.4338 0.5796 3.2504 -1.248 -0.627 -0.800 -0.07
C 0.9832 0.5477 2.6649 0.528 -0.010 0.562 -0.25
C 1.9698 0.9074 3.5590 0.105 0.269 0.701 0.00
C 3.2967 0.8230 3.1831 0.077 0.084 0.082 -0.01
C 3.6097 0.3579 1.9219 -0.029 -0.223 -0.639 -0.01
C 2.5832 0.0161 1.0489 0.662 0.413 1.050 -0.09
N 1.2963 0.1491 1.4268 2.272 -0.477 0.670 -0.03
H -1.5105 -1.0476 2.7316 -0.140 0.405 0.009 0.12
H -0.8000 1.6025 3.3945 0.140 -0.192 -0.047 0.14
H -0.4511 0.0590 4.2025 0.289 0.221 0.180 0.14
H 1.7030 1.2325 4.5669 0.081 -0.096 -0.288 0.14
H 4.0847 1.0952 3.8719 -0.034 0.013 0.040 0.13
H 4.6339 0.2484 1.5950 0.018 0.026 0.041 0.13
H 2.8812 -0.3743 0.0652 -0.642 0.202 0.388 0.13
```
Forces are in eV/Å.

Kohn-Sham gap (spin up / spin down) = 5.79 / 6.83 eV
energy relative to the best compared isomer or geometry (same formula, charge and spin) = 61.0 kcal per mole
total charge = +1
calculated total energy = -2206.9341 Eh
E_LUMO (spin up / spin down) = -3.47 / -3.48 eV
2S+1 = 2

(5)
Molecular formula: C11H23NO5S
Method: DFT, the ωB97M-V functional and the def2-TZVPD basis

Geometry as XYZ:
```
41
Properties=species:S:1:pos:R:3:forces:R:3:lowdin_charge:R:1
C 1.6185 -0.8975 2.1012 -0.106 -0.162 -0.016 0.01
C 1.9088 0.5455 2.3941 -0.239 -0.013 -0.198 -0.48
O 2.3134 0.9061 3.4647 0.390 0.089 0.296 0.11
N 1.7849 1.4756 1.3065 0.095 0.180 0.319 -0.10
C 2.7732 2.5475 1.4502 -0.037 0.111 -0.048 -0.06
C 0.4320 2.0119 1.0797 0.056 -0.420 -0.243 -0.28
C -0.4831 0.9705 0.3926 0.086 0.099 -0.229 -0.11
C -1.7722 0.7355 1.1320 -0.260 0.072 -0.214 -0.20
O -1.4838 0.3751 2.5031 0.053 0.070 -0.039 -0.23
S -1.2728 1.6856 3.3875 -0.098 0.316 0.331 0.62
O -0.5840 1.2901 4.5694 -0.029 -0.181 -0.244 -0.25
O -2.5281 2.3721 3.4967 0.173 -0.119 -0.077 -0.27
C -0.2270 2.6836 2.3123 -0.197 0.135 -0.206 -0.14
H 0.5460 -1.0907 2.1005 -0.020 0.039 0.019 0.08
H 2.0674 -1.4963 2.8915 -0.021 0.006 -0.060 0.09
H 2.0185 -1.1694 1.1247 -0.014 -0.034 0.029 0.09
H 3.7285 2.1144 1.7388 -0.025 0.035 -0.037 0.09
H 2.5122 3.2953 2.2050 0.015 -0.018 0.038 0.08
H 2.8908 3.0457 0.4873 -0.057 -0.012 -0.019 0.09
H 0.5829 2.8096 0.3502 0.047 0.109 0.181 0.14
H -0.7537 1.3068 -0.6120 0.128 0.017 0.010 0.13
H 0.0819 0.0522 0.2530 -0.144 -0.064 0.009 0.10
H -2.3951 1.6335 1.1312 -0.045 -0.031 0.029 0.12
H -2.3735 -0.0516 0.6789 0.136 -0.172 0.238 0.13
H 0.4962 3.1574 2.9735 0.092 -0.100 0.004 0.11
H -0.9065 3.4582 1.9551 0.025 0.006 0.065 0.11
C 0.1686 -1.9535 -4.7312 -0.094 0.041 0.022 -0.08
C 0.5347 -1.9615 -3.2573 0.074 -0.065 -0.054 -0.28
O -0.3811 -1.2664 -2.4286 0.013 0.117 0.121 -0.17
C -1.7138 -1.7462 -2.4297 -0.070 -0.036 -0.026 -0.28
C -1.8591 -3.1863 -1.9695 0.092 -0.004 0.021 -0.07
H 0.0749 -0.9300 -5.0963 0.014 0.003 -0.008 0.08
H 0.9431 -2.4594 -5.3079 0.024 0.012 0.002 0.08
H -0.7743 -2.4669 -4.9236 0.027 -0.047 -0.001 0.07
H 1.4863 -1.4496 -3.1139 -0.007 0.017 0.030 0.12
H 0.6715 -2.9890 -2.9020 -0.041 -0.008 -0.011 0.11
H -2.1709 -1.6103 -3.4162 0.018 -0.030 -0.013 0.11
H -2.2497 -1.0886 -1.7434 0.012 0.030 -0.006 0.11
H -1.3489 -3.8832 -2.6350 -0.042 -0.001 -0.034 0.07
H -2.9132 -3.4634 -1.9447 -0.013 0.012 0.011 0.08
H -1.4435 -3.3123 -0.9686 -0.008 -0.001 0.006 0.08
```
Forces are in eV/Å.

Kohn-Sham gap = 9.98 eV
calculated total energy = -1262.0311 Eh
E_LUMO = 0.54 eV
SMILES = CC(=O)N(C)[C@H]1CCOS(=O)(=O)C1.CCOCC